{"formula": "C26H36N5", "method": "ωB97M-V/def2-TZVPD", "elements": ["C", "N", "C", "C", "C", "C", "C", "C", "C", "C", "C", "C", "C", "C", "N", "C", "C", "C", "C", "C", "C", "H", "H", "H", "H", "H", "H", "H", "H", "H", "H", "H", "H", "H", "H", "H", "H", "H", "H", "H", "H", "H", "H", "H", "C", "C", "N", "C", "N", "C", "C", "C", "C", "N", "H", "H", "H", "H", "H", "H", "H", "H", "H", "H", "H", "H", "H"], "positions_angstrom": [[-2.47306, 4.76222, 3.67720], [-1.63698, 5.16623, 2.56066], [-1.06961, 6.49822, 2.67498], [-1.09581, 4.21504, 1.68688], [-1.70308, 3.95492, 0.42843], [-1.17722, 2.99661, -0.41280], [-0.03059, 2.23525, -0.04673], [0.48540, 1.22740, -0.91196], [1.68284, 0.56087, -0.67186], [2.23605, -0.41838, -1.48837], [3.42922, -1.13092, -1.16528], [3.97798, -2.07638, -2.07772], [5.11248, -2.79725, -1.77257], [5.76881, -2.60608, -0.52669], [6.91098, -3.34506, -0.20213], [8.24654, -2.81941, -0.40888], [6.83724, -4.55283, 0.59744], [5.24733, -1.65994, 0.38630], [4.10998, -0.94138, 0.07400], [0.57648, 2.52694, 1.21216], [0.05828, 3.48842, 2.05663], [-2.72349, 3.69947, 3.57582], [-1.96167, 4.92549, 4.63958], [-3.40288, 5.34935, 3.68276], [-0.33932, 6.65382, 1.87198], [-1.86409, 7.25359, 2.58592], [-0.57492, 6.64042, 3.64945], [-2.58984, 4.53117, 0.15433], [-1.62920, 2.81506, -1.38974], [-0.06456, 0.99155, -1.82547], [2.24721, 0.84469, 0.21518], [1.73458, -0.64786, -2.43107], [3.47491, -2.22371, -3.03390], [5.52903, -3.52875, -2.46920], [8.18002, -1.85848, -0.93314], [8.76841, -2.67404, 0.55058], [8.84212, -3.51770, -1.01623], [5.78496, -4.80417, 0.77708], [7.31976, -5.38987, 0.07043], [7.34876, -4.42024, 1.56427], [5.75760, -1.51346, 1.34195], [3.73276, -0.22728, 0.80411], [1.46107, 1.98122, 1.53563], [0.52847, 3.69549, 3.02147], [-3.11670, -3.48723, -0.30148], [-2.26291, -2.37716, 0.26778], [-2.51270, -1.08908, -0.33626], [-3.70488, -0.88392, -0.82144], [-4.73209, -1.78349, -0.84920], [-4.57148, -3.09710, -0.24379], [-5.95429, -1.55016, -1.59437], [-6.25530, -0.07943, -1.73681], [-5.04042, 0.65925, -2.24669], [-3.94811, 0.36041, -1.36178], [-2.83704, -3.67262, -1.34332], [-2.96845, -4.41920, 0.24698], [-2.43821, -2.33896, 1.35814], [-1.20199, -2.58915, 0.09451], [-5.21080, -3.80922, -0.76904], [-4.88442, -3.05623, 0.81108], [-5.85056, -1.99334, -2.60058], [-6.77497, -2.06687, -1.08600], [-7.07838, 0.04944, -2.44360], [-6.56461, 0.33050, -0.76933], [-4.81376, 0.34419, -3.28041], [-5.20812, 1.74032, -2.23517], [-3.12276, 0.94878, -1.37067]], "forces_ev_per_a": [[0.022, -0.211, -0.155], [-0.515, 0.448, -0.033], [0.103, -0.117, -0.197], [0.251, -0.476, -0.299], [0.219, 0.243, 0.607], [0.328, -0.460, -0.108], [-0.254, 0.626, 0.599], [0.461, -0.118, -0.142], [0.142, -0.043, 0.030], [-0.335, 0.435, 0.235], [0.784, -0.385, 0.210], [-0.496, 0.357, 0.078], [0.443, 0.005, 0.590], [-0.521, 0.296, -0.183], [0.370, -0.385, -0.161], [-0.149, 0.168, -0.115], [-0.244, 0.062, -0.048], [-0.036, -0.145, -0.316], [-0.153, -0.008, -0.185], [-0.081, -0.107, -0.239], [-0.207, 0.036, -0.290], [-0.028, 0.260, 0.126], [-0.083, -0.119, -0.123], [0.144, -0.171, 0.058], [-0.163, 0.083, 0.219], [0.220, -0.087, 0.001], [0.014, -0.004, -0.192], [0.326, -0.204, 0.082], [0.059, 0.036, 0.255], [0.010, 0.034, 0.235], [-0.267, -0.160, -0.289], [0.088, -0.069, 0.192], [0.119, -0.008, 0.198], [-0.163, 0.276, 0.237], [0.152, -0.223, 0.118], [-0.064, 0.065, -0.178], [-0.059, 0.202, 0.094], [0.289, -0.054, 0.020], [-0.139, 0.104, 0.151], [-0.158, -0.051, -0.110], [-0.187, -0.056, -0.350], [0.105, -0.224, -0.176], [-0.278, 0.121, -0.058], [-0.182, -0.075, -0.342], [0.131, -0.597, -0.337], [0.185, 0.069, 0.253], [-0.851, 0.430, -0.294], [0.990, -0.171, 0.038], [-0.247, 0.165, 0.137], [0.165, 0.361, 0.362], [0.076, -0.219, -0.375], [-0.540, 0.243, -0.031], [0.097, -0.086, -0.152], [0.467, 0.319, 0.349], [0.008, 0.013, 0.005], [0.063, 0.006, 0.005], [0.215, 0.065, -0.184], [-0.097, -0.179, 0.266], [0.059, 0.052, 0.004], [-0.137, -0.083, -0.185], [-0.143, -0.016, 0.162], [0.096, 0.091, -0.063], [-0.033, -0.014, 0.118], [0.075, 0.013, -0.112], [-0.145, 0.140, 0.106], [-0.017, -0.142, -0.106], [-0.301, -0.360, -0.006]], "nbo_charge": [-0.3972, -0.5158, -0.3968, 0.2945, -0.2368, -0.1010, -0.1795, 0.0979, -0.3268, 0.0539, -0.0904, -0.1234, -0.2399, 0.2907, -0.5192, -0.3951, -0.3950, -0.2304, -0.1426, -0.0507, -0.2651, 0.2108, 0.1847, 0.2013, 0.2091, 0.2018, 0.1846, 0.2435, 0.2168, 0.2277, 0.2099, 0.2231, 0.2238, 0.2439, 0.2091, 0.1875, 0.1983, 0.2090, 0.1983, 0.1875, 0.2374, 0.2135, 0.2024, 0.2366, -0.4264, -0.2256, -0.6256, 0.5981, -0.4508, -0.1984, -0.1969, -0.4163, -0.2070, -0.6200, 0.1994, 0.2178, 0.1755, 0.1877, 0.2076, 0.1886, 0.1807, 0.2101, 0.2240, 0.2132, 0.1730, 0.2065, 0.3927], "charge": 1, "homo_ev": -9.8, "e_tot_ev": -34988.631, "relative_energy_ev": 1.598, "multiplicity": 1, "largest_force_ev_per_a": 1.00}